No. 1
The following is a DFT calculation (ωB97M-V/def2-TZVPD) of a structure of composition C14H44O8.

```
! wB97M-V def2-TZVPD RIJCOSX def2/J DEFGRID3
* xyz 0 1
C -12.01 -28.02 0.21
C -12.30 -26.81 1.02
C -11.94 -25.54 0.28
O -13.63 -26.73 1.31
H -12.70 -28.06 -0.63
H -12.21 -28.95 0.74
H -11.01 -27.99 -0.23
H -11.79 -26.84 1.99
H -10.86 -25.48 0.14
H -12.23 -24.65 0.85
H -12.48 -25.47 -0.67
H -13.80 -25.99 1.90
C -12.38 -31.34 1.19
C -13.46 -31.23 0.18
C -14.85 -31.34 0.71
O -13.29 -29.99 -0.41
H -12.65 -32.06 1.96
H -12.30 -30.44 1.80
H -11.36 -31.41 0.81
H -13.34 -32.02 -0.56
H -15.13 -32.36 1.00
H -15.60 -31.04 -0.02
H -14.91 -30.71 1.60
H -13.51 -29.31 0.23
C -6.17 -28.10 2.56
C -6.09 -28.50 1.05
C -7.49 -28.57 0.39
O -5.21 -27.57 0.51
H -5.16 -27.88 2.89
H -6.55 -28.97 3.09
H -6.77 -27.20 2.74
H -5.57 -29.44 0.87
H -8.21 -29.23 0.89
H -7.38 -28.81 -0.67
H -8.02 -27.62 0.41
H -4.36 -27.90 0.81
C -9.18 -29.06 -2.22
O -9.67 -28.20 -1.22
H -8.70 -29.94 -1.78
H -9.95 -29.29 -2.95
H -8.48 -28.49 -2.82
H -10.04 -27.44 -1.67
C -9.08 -29.93 2.87
O -9.74 -28.67 2.88
H -9.82 -30.73 2.77
H -8.37 -29.93 2.04
H -8.45 -30.05 3.75
H -9.75 -28.51 1.93
C -11.36 -30.84 -2.34
O -12.07 -31.59 -1.41
H -11.89 -30.90 -3.29
H -11.33 -29.81 -1.99
H -10.38 -31.27 -2.56
H -12.56 -30.99 -0.85
C -9.28 -32.68 -0.31
O -9.33 -32.44 1.04
H -8.26 -32.99 -0.56
H -9.99 -33.46 -0.58
H -9.42 -31.78 -0.91
H -10.02 -32.95 1.47
C -10.32 -29.91 0.39
O -9.82 -28.70 0.92
H -10.67 -30.60 1.16
H -11.25 -29.68 -0.14
H -9.59 -30.29 -0.33
H -9.66 -28.17 0.14
*
```

Results
- frontier orbital gap (hartree) = 0.31648
- largest force on an atom (hartree/bohr) = 0.176
- energy above the lowest of the compared OMol25 structures with the same formula, charge and spin (kJ/mol) = 1540.6

Charges per atom according to Mulliken partitioning, unit e: 0.53, -0.58, -1.60, -0.60, 1.40, -1.21, -1.27, 0.45, 0.23, 0.51, 0.36, 0.39, -0.71, 0.49, -1.83, -0.53, 0.47, 0.21, -0.71, 0.43, 0.43, 0.36, 0.40, 1.03, -1.00, -0.05, -0.20, -0.57, 0.49, 0.16, 0.21, 0.38, -0.54, 0.10, 0.42, 0.37, -1.43, -0.48, 0.53, 0.60, 0.42, 0.28, -0.63, -0.80, 0.02, 0.21, 0.50, 0.85, -0.43, -0.52, 0.34, -0.13, 0.33, 0.75, 0.00, -0.53, 0.32, 0.29, -0.19, 0.38, 0.76, 0.82, 0.29, -0.29, -1.66, 0.97


No. 2
The following is a DFT calculation (ωB97M-V/def2-TZVPD) of the ion C4H9NO2 with charge -2.

```
! wB97M-V def2-TZVPD RIJCOSX def2/J DEFGRID3
* xyz -2 1
O -2.91 -0.30 1.89
C -1.57 -0.07 1.69
C -0.93 -0.51 0.33
C 0.62 -0.35 0.42
N 1.35 -0.34 -0.85
C 1.29 0.87 -1.80
O 1.11 0.53 -3.07
H -1.00 -0.61 2.47
H -1.34 1.03 1.77
H -1.21 0.02 -0.58
H -1.17 -1.57 0.18
H 1.15 -1.07 1.05
H 0.77 0.61 0.93
H 1.09 -1.12 -1.43
H 2.27 1.33 -1.57
H 0.46 1.54 -1.43
*
```

Results
- frontier orbital gap (hartree) = 0.24232
- structure (SMILES) = [O-]CCCNC[O-]
- largest force on an atom (hartree/bohr) = 0.032
- energy above the lowest of the compared OMol25 structures with the same formula, charge and spin (kJ/mol) = 30.1

Charges per atom according to Mulliken partitioning, unit e: -0.94, -0.41, -0.27, -0.66, -0.46, -0.26, -0.92, 0.09, 0.17, 0.26, 0.24, 0.33, 0.29, 0.20, 0.21, 0.12